No. 1
Below is C39H39BN8O3Pt as an isolated structure in a non-equilibrium geometry, with properties calculated with wB97M-V/def2-TZVPD.

Last column: Mulliken charge in e.
Geometry (Å):
1 Pt 0.474 -0.804 0.622  1.193
2 C -1.954 -2.324 4.117  -1.300
3 C -1.927 -1.696 2.870  -0.579
4 N -0.703 -1.783 2.363  -0.012
5 N 0.074 -2.436 3.243  0.273
6 C -0.664 -2.779 4.313  -0.208
7 B 1.541 -2.756 2.904  -0.218
8 N 2.341 -1.436 2.785  0.449
9 C 3.431 -1.011 3.437  -0.219
10 C 3.849 0.183 2.872  -1.195
11 C 2.946 0.431 1.844  -0.322
12 N 2.048 -0.550 1.817  0.114
13 N 1.548 -3.387 1.481  0.255
14 C 1.939 -4.607 1.091  -0.242
15 C 1.813 -4.699 -0.285  -1.241
16 C 1.325 -3.460 -0.681  -0.216
17 N 1.174 -2.687 0.395  0.003
18 H -2.798 -2.435 4.775  0.507
19 H -2.723 -1.210 2.329  0.555
20 H -0.242 -3.332 5.136  0.494
21 H 2.021 -3.481 3.709  -0.047
22 H 3.847 -1.570 4.258  0.506
23 H 4.691 0.786 3.164  0.486
24 H 2.897 1.237 1.134  0.673
25 H 2.282 -5.331 1.811  0.503
26 H 2.045 -5.540 -0.914  0.496
27 H 1.084 -3.093 -1.665  0.535
28 N -1.061 -1.056 -0.541  0.816
29 C -2.068 -1.427 -1.179  -0.533
30 C -2.254 -2.863 -1.556  0.691
31 C -2.669 -3.205 -2.842  -0.370
32 C -2.839 -4.539 -3.173  -0.816
33 C -2.601 -5.530 -2.229  -0.569
34 C -2.184 -5.187 -0.951  -0.774
35 C -2.000 -3.856 -0.613  -0.023
36 C -3.093 -0.430 -1.602  0.742
37 C -4.424 -0.801 -1.783  -0.328
38 C -5.348 0.141 -2.205  -0.888
39 C -4.952 1.449 -2.447  -0.647
40 C -3.633 1.827 -2.233  -1.152
41 C -2.705 0.897 -1.800  0.752
42 H -2.855 -2.436 -3.580  0.566
43 H -3.163 -4.802 -4.171  0.444
44 H -2.739 -6.570 -2.493  0.438
45 H -2.001 -5.957 -0.213  0.486
46 H -1.699 -3.579 0.391  0.493
47 H -4.739 -1.815 -1.583  0.574
48 H -6.379 -0.154 -2.347  0.447
49 H -5.675 2.174 -2.795  0.437
50 H -3.331 2.851 -2.408  0.441
51 H -1.673 1.178 -1.620  -0.140
52 C 3.656 -0.159 -2.868  -1.589
53 C 2.270 -0.015 -2.312  0.828
54 C 1.130 -0.009 -3.289  -0.748
55 O 2.091 0.050 -1.107  -0.517
56 H 3.801 0.451 -3.759  0.446
57 H 3.791 -1.203 -3.167  0.375
58 H 4.403 0.077 -2.114  0.319
59 H 1.423 0.400 -4.252  0.497
60 H 0.281 0.540 -2.884  -0.081
61 H 0.810 -1.043 -3.453  0.339
62 C 2.256 3.837 -3.676  -1.045
63 O 1.504 3.533 -2.499  -0.369
64 C 1.999 3.920 -1.311  0.836
65 C 3.312 4.270 -1.074  -0.500
66 C 3.699 4.686 0.197  -0.765
67 C 2.764 4.790 1.232  -0.961
68 C 1.453 4.439 1.020  -0.333
69 C 1.044 3.963 -0.245  0.616
70 N -0.226 3.625 -0.538  0.227
71 C -1.308 3.631 0.344  -1.740
72 C -1.316 2.992 1.590  0.536
73 C -2.149 3.445 2.638  -0.764
74 C -2.046 2.919 3.899  -0.823
75 C -1.111 1.902 4.174  -0.676
76 C -0.358 1.355 3.162  -0.857
77 C -0.509 1.792 1.834  1.528
78 O -0.061 1.165 0.776  -0.677
79 H 1.599 3.616 -4.512  0.271
80 H 3.152 3.218 -3.750  0.352
81 H 2.532 4.891 -3.697  0.464
82 H 4.042 4.246 -1.872  0.474
83 H 4.728 4.967 0.373  0.460
84 H 3.066 5.184 2.192  0.491
85 H 0.720 4.583 1.800  0.519
86 H -0.408 3.521 -1.530  0.272
87 H -2.166 4.207 0.021  0.474
88 H -2.811 4.279 2.446  0.480
89 H -2.651 3.320 4.701  0.421
90 H -1.013 1.526 5.183  0.499
91 H 0.331 0.550 3.375  0.390

gap between HOMO and LUMO (spin up / spin down)	6.648 / 4.956	eV
⟨S²⟩	6.0642
charge	+2
multiplicity	5
HOMO energy (spin up / spin down)	-11.48 / -12.77	eV



No. 2
Below is a 2-piece molecular cluster, C39H39F3N2O2S overall in a non-equilibrium geometry, with properties calculated with wB97M-V/def2-TZVPD.

Last column: Mulliken charge in e.
Geometry (Å):
1 C 5.378 0.827 3.312  -0.695
2 C 5.214 2.336 3.315  -0.612
3 N 4.103 2.742 2.474  0.264
4 C 4.158 4.123 2.019  -0.725
5 C 3.218 4.346 0.849  -0.521
6 C 1.807 3.950 1.267  -1.132
7 C 1.772 2.568 1.834  1.199
8 C 2.933 2.032 2.461  -0.172
9 C 2.890 0.711 2.999  0.602
10 C 1.764 -0.061 2.800  -0.902
11 C 0.624 0.413 2.081  0.396
12 C -0.406 -0.503 1.772  -0.635
13 C -1.576 -0.238 1.026  0.611
14 C -2.733 -1.050 1.219  -0.983
15 C -3.949 -0.746 0.647  0.270
16 C -4.059 0.397 -0.202  0.383
17 N -5.260 0.728 -0.762  -0.050
18 C -6.359 -0.218 -0.775  -0.603
19 C -6.463 -0.962 0.544  -0.896
20 C -5.134 -1.631 0.885  -0.870
21 C -5.365 1.745 -1.789  -0.657
22 C -4.380 2.877 -1.562  -0.861
23 C -2.967 2.318 -1.438  -0.854
24 C -2.892 1.158 -0.499  0.158
25 C -1.677 0.789 0.045  -0.815
26 C 0.628 1.801 1.745  -1.286
27 C 4.071 0.156 3.730  -1.256
28 H 5.668 0.482 2.311  0.247
29 H 6.182 0.553 4.001  0.393
30 H 5.052 2.692 4.350  0.283
31 H 6.119 2.829 2.936  0.391
32 H 3.895 4.806 2.849  0.349
33 H 5.198 4.341 1.739  0.391
34 H 3.253 5.395 0.546  0.408
35 H 3.539 3.741 -0.009  0.164
36 H 1.440 4.668 2.018  0.353
37 H 1.130 4.017 0.408  0.385
38 H 1.744 -1.088 3.168  0.437
39 H -0.352 -1.469 2.275  0.381
40 H -2.655 -1.906 1.890  0.457
41 H -7.277 0.345 -0.984  0.434
42 H -6.219 -0.947 -1.597  0.261
43 H -6.741 -0.265 1.343  0.316
44 H -7.256 -1.710 0.467  0.375
45 H -5.025 -2.553 0.286  0.226
46 H -5.144 -1.948 1.935  0.464
47 H -5.188 1.296 -2.785  0.295
48 H -6.398 2.117 -1.781  0.416
49 H -4.440 3.581 -2.395  0.381
50 H -4.646 3.420 -0.647  0.310
51 H -2.616 1.999 -2.432  0.295
52 H -2.285 3.109 -1.106  0.352
53 H -0.778 1.314 -0.279  0.966
54 H -0.283 2.275 1.385  1.236
55 H 4.134 -0.924 3.550  0.396
56 H 3.929 0.288 4.816  0.359
57 F -3.268 -6.913 -2.694  -0.282
58 C -3.574 -5.606 -2.446  0.906
59 F -4.401 -5.195 -3.458  -0.285
60 F -4.325 -5.592 -1.292  -0.264
61 C -2.358 -4.734 -2.313  0.098
62 C -2.480 -3.378 -2.605  -0.566
63 C -1.385 -2.552 -2.449  -0.752
64 C -0.117 -3.054 -2.010  0.912
65 C 0.928 -2.129 -1.836  -0.619
66 S 2.555 -2.542 -1.445  1.256
67 C 3.497 -1.015 -1.638  -0.271
68 C 4.269 -0.774 -2.780  -0.258
69 C 5.056 0.380 -2.857  -0.646
70 C 5.104 1.276 -1.785  -0.941
71 C 4.348 1.020 -0.633  -0.456
72 C 3.530 -0.110 -0.575  -0.263
73 O 2.655 -2.842 -0.029  -0.624
74 O 3.164 -3.437 -2.404  -0.738
75 C -0.037 -4.461 -1.754  -0.637
76 C -1.148 -5.275 -1.876  -0.930
77 H -3.429 -2.977 -2.954  0.445
78 H -1.463 -1.485 -2.660  0.319
79 H 0.777 -1.071 -2.031  0.394
80 H 4.259 -1.490 -3.598  0.472
81 H 5.642 0.573 -3.758  0.343
82 H 5.726 2.169 -1.829  0.416
83 H 4.402 1.687 0.231  0.812
84 H 2.925 -0.311 0.308  0.331
85 H 0.911 -4.898 -1.446  0.383
86 H -1.085 -6.334 -1.637  0.370

gap between HOMO and LUMO	3.156	eV
HOMO energy	-5.23	eV